Density functional theory data (the ωB97M-V functional and the def2-TZVPD basis) for a molecular structure, C61H55BiN9O6S.

Calculated values
Total charge: -1
HOMO energy, Eh: -0.1510
Max |F|, Eh/bohr: 0.0129
LUMO level, eV: 1.0
DFT total energy, hartree: -3914.485035
Gap between HOMO and LUMO, eV: 5.1
Multiplicity: 1

Each line ends with the Mulliken charge.
Cartesian coordinates (Å):
Bi (0.19006, -0.23717, 0.12608)  4.5510
C (-3.47145, 7.56948, 5.85468)  -0.8459
O (-4.30785, 6.91307, 4.92502)  -0.4741
C (-3.75031, 5.90046, 4.19417)  0.9766
C (-2.42666, 5.49626, 4.30106)  -0.5566
C (-1.96348, 4.45031, 3.50383)  -0.0633
C (-2.79133, 3.80478, 2.59840)  -0.9841
C (-4.11888, 4.22730, 2.50973)  0.3215
C (-4.59831, 5.25967, 3.29432)  -0.9218
C (-2.26022, 2.69988, 1.73061)  1.1224
C (-1.58895, 3.07491, 0.59666)  0.4188
C (-1.36789, 4.49109, 0.24332)  -1.8034
C (-0.63286, 4.48021, -0.86644)  -1.5129
C (-0.43547, 3.05761, -1.23596)  0.7699
N (-1.01902, 2.24805, -0.34101)  -0.1826
C (0.22252, 2.73349, -2.44187)  0.9857
C (0.12435, 1.48314, -3.08377)  0.4361
C (0.68206, 1.18755, -4.43019)  -1.3239
C (0.38836, -0.08751, -4.69492)  -1.4511
C (-0.31591, -0.59907, -3.50418)  0.2371
C (-0.69326, -1.89372, -3.35139)  0.9370
C (-0.43495, -2.86274, -4.46408)  -0.9310
C (-1.34056, -3.00674, -5.50399)  -0.3685
C (-1.13172, -3.92532, -6.53197)  -0.6740
C (0.00479, -4.72252, -6.50853)  0.8786
O (0.30717, -5.65083, -7.46709)  -0.4651
C (-0.69668, -5.94767, -8.41387)  -0.8804
C (0.92280, -4.59144, -5.47087)  -0.9080
C (0.70289, -3.67512, -4.45926)  0.4251
C (-1.30079, -2.43251, -2.14505)  0.4939
N (-1.55174, -1.79364, -1.04473)  -0.6576
C (-2.13735, -2.74829, -0.10713)  0.1911
C (-2.26881, -2.07917, 2.35227)  -0.9045
C (-2.57083, -3.34486, 3.10674)  1.2257
C (-3.98603, -3.71364, 3.38863)  -0.6144
C (-4.29199, -4.56044, 4.36585)  -0.7933
C (-3.25688, -5.08209, 5.26798)  0.6476
O (-3.76302, -6.01029, 6.13573)  -0.4334
C (-2.82596, -6.73589, 6.90370)  -0.8821
C (-2.00798, -4.61357, 5.26663)  -1.5132
C (-1.50893, -3.67021, 4.21457)  0.1201
C (-2.47864, -0.78075, 2.56265)  -0.1824
C (-3.32662, -0.21569, 3.59678)  -1.5750
C (-3.34574, 1.10438, 3.37267)  -1.7587
C (-2.48769, 1.35770, 2.19860)  0.3077
N (-1.96490, 0.23746, 1.73889)  0.2724
C (-2.18047, -4.05076, -0.84535)  -0.9965
C (-1.69221, -3.85346, -2.06203)  -1.4919
N (-0.44534, 0.39525, -2.56232)  -0.3591
C (1.12374, 3.78072, -3.00707)  -0.4402
C (1.02659, 4.28261, -4.29847)  -0.5752
C (1.93361, 5.21338, -4.80286)  -0.7413
C (2.96600, 5.67077, -3.99718)  0.9362
O (3.91549, 6.57095, -4.39679)  -0.4625
C (3.88738, 6.97452, -5.74914)  -0.8696
C (3.06493, 5.21372, -2.68600)  -0.9769
C (2.16155, 4.28578, -2.20715)  -0.0358
H (-4.08724, 8.31949, 6.34385)  0.2371
H (-2.63085, 8.06196, 5.35850)  0.3272
H (-3.08456, 6.87597, 6.60581)  0.3316
H (-1.74664, 5.97714, 4.98954)  0.3973
H (-0.93083, 4.12877, 3.58567)  0.5302
H (-4.78149, 3.73573, 1.80607)  0.5008
H (-5.62667, 5.59167, 3.22268)  0.4074
H (-1.75036, 5.34692, 0.77569)  0.4028
H (-0.28539, 5.32548, -1.43977)  0.5017
H (1.22946, 1.87111, -5.05745)  0.5359
H (0.61964, -0.65827, -5.58121)  0.4639
H (-2.22783, -2.38380, -5.52071)  0.4806
H (-1.85556, -4.00236, -7.33112)  0.4199
H (-0.33615, -6.79791, -8.98711)  0.2490
H (-0.87189, -5.10833, -9.09308)  0.3124
H (-1.63851, -6.21299, -7.92653)  0.3621
H (1.80000, -5.22631, -5.46610)  0.4764
H (1.40801, -3.60829, -3.63756)  0.5133
H (-4.76318, -3.27659, 2.76958)  0.3784
H (-5.31410, -4.85503, 4.57008)  0.4151
H (-3.34555, -7.60987, 7.28944)  0.2548
H (-2.45143, -6.14211, 7.74224)  0.3027
H (-1.97982, -7.05111, 6.28902)  0.3703
H (-1.28427, -4.93618, 6.00655)  0.4798
H (-1.02870, -2.79522, 4.65815)  0.5932
H (-3.83793, -0.78677, 4.35808)  0.5672
H (-3.86242, 1.86071, 3.94077)  0.3780
H (-2.58612, -4.97124, -0.45641)  0.5481
H (-1.57532, -4.57936, -2.85240)  0.4737
H (0.20229, 3.97095, -4.92859)  0.5996
H (1.80782, 5.57882, -5.81213)  0.3877
H (4.76164, 7.60242, -5.90020)  0.2501
H (2.98669, 7.55199, -5.97740)  0.3245
H (3.94052, 6.11576, -6.42366)  0.3495
H (3.86734, 5.58891, -2.06264)  0.4513
H (2.25393, 3.92419, -1.18786)  0.6500
C (5.94374, 1.20337, 2.65031)  -0.9773
C (5.18217, 2.00916, 1.60465)  -0.0949
N (3.79497, 2.26897, 1.94306)  -0.1203
C (2.79392, 1.33217, 1.86058)  -0.7154
S (1.16090, 1.94443, 1.87496)  -0.1192
N (3.16749, 0.08574, 1.76994)  -0.8686
N (2.10188, -0.77263, 1.58262)  1.4056
C (2.15023, -1.95044, 2.07480)  0.0393
C (3.34379, -2.47904, 2.80943)  -2.0508
C (0.87588, -2.72179, 2.02700)  0.7775
C (0.74034, -3.79089, 2.84856)  -1.6472
C (-0.59720, -4.38024, 3.12913)  -0.4041
C (-1.66932, -4.10027, 2.06039)  -0.5067
C (-1.43004, -2.75672, 1.28784)  0.3396
N (-0.11089, -2.16965, 1.27449)  0.0561
H (6.96195, 1.01104, 2.30435)  0.3765
H (5.99163, 1.75045, 3.59445)  0.2963
H (5.44333, 0.25324, 2.82289)  0.0689
H (5.65295, 2.98859, 1.50134)  0.4764
H (5.25142, 1.50859, 0.63285)  0.0296
H (3.45030, 3.20739, 1.84372)  0.2669
H (4.17336, -1.78976, 2.69315)  0.2223
H (3.11982, -2.58827, 3.87111)  0.3441
H (3.61894, -3.45753, 2.41369)  0.4289
H (1.59513, -4.17694, 3.38350)  0.4418
H (-0.52062, -5.44394, 3.35820)  0.5917
H (-2.03385, -4.95472, 1.50124)  0.4807
H (-3.16973, -2.41794, 0.08143)  0.6095
N (2.69483, 0.86963, -1.08260)  -0.1101
C (3.75861, -0.06222, -1.47863)  -0.7957
C (3.24483, -1.11987, -2.45590)  -0.4828
C (2.45452, -2.25528, -1.79410)  0.1208
O (2.86897, -3.40732, -1.96739)  -0.8756
O (1.37515, -1.95264, -1.18160)  -0.4866
H (2.24273, 1.23511, -1.91408)  -0.3856
H (3.05861, 1.66275, -0.56399)  0.0827
H (4.14308, -0.54398, -0.57881)  0.4798
H (4.59634, 0.47177, -1.94227)  0.4732
H (4.08851, -1.57881, -2.96845)  0.4252
H (2.61020, -0.63713, -3.21053)  -0.0597

Density functional theory data (the ωB97M-V functional and the def2-TZVPD basis) for 11 unconnected molecules or ions with the total composition C61H55F6N5 in a non-equilibrium geometry.

Calculated values
Total charge: 0
HOMO energy, Eh: -0.3393
Max |F|, Eh/bohr: 0.0569
LUMO level, eV: 0.4
DFT total energy, hartree: -3230.338305
Gap between HOMO and LUMO, eV: 9.6
Multiplicity: 1

Each line ends with the Mulliken charge.
Cartesian coordinates (Å):
F (-1.12271, -2.93783, 0.09183)  0.7086
C (-1.51910, -4.23036, -0.03497)  0.4165
C (-0.60139, -5.23184, -0.29993)  -0.2523
C (-0.99566, -6.55618, -0.42559)  -0.5787
C (-2.33847, -6.89697, -0.33695)  -0.7607
C (-3.27409, -5.87615, 0.00842)  -0.5753
C (-2.85821, -4.55398, 0.11239)  -0.6812
H (0.45488, -4.93839, -0.35789)  0.2751
H (-0.29232, -7.32264, -0.63977)  0.4604
H (-2.64049, -7.93285, -0.27590)  0.3597
H (-4.33904, -6.07206, 0.18382)  0.3745
H (-3.57798, -3.83285, 0.51150)  0.4121
F (-3.79986, 2.87906, -4.54062)  -0.3169
C (-2.83843, 2.59466, -5.38963)  0.1201
C (-1.94363, 1.55370, -5.14260)  0.1860
C (-1.00464, 1.27481, -6.10159)  -0.3701
C (-0.94050, 1.96814, -7.29834)  -0.7794
C (-1.84644, 2.99190, -7.54341)  -0.2570
C (-2.79987, 3.34144, -6.58004)  -0.6536
H (-2.08922, 1.03398, -4.21157)  0.5073
H (-0.33071, 0.45187, -5.97878)  0.4172
H (-0.17068, 1.72040, -8.01123)  0.4186
H (-1.88143, 3.55544, -8.46486)  0.3714
H (-3.43014, 4.21074, -6.80377)  0.3908
F (-0.69783, -3.32726, -3.52367)  -0.3209
C (0.49098, -2.72857, -3.53657)  -0.1547
C (1.63887, -3.42607, -3.73553)  -0.3637
C (2.87598, -2.79870, -3.75763)  -0.4441
C (2.93925, -1.43887, -3.63386)  -0.7889
C (1.79572, -0.73396, -3.40409)  -0.6094
C (0.52764, -1.36782, -3.32346)  0.4704
H (1.59396, -4.50862, -3.90932)  0.4439
H (3.71904, -3.44342, -3.95513)  0.4254
H (3.83994, -0.86813, -3.68638)  0.4451
H (1.81704, 0.36019, -3.30803)  0.3412
H (-0.39592, -0.85279, -3.14268)  0.5666
F (1.40224, -2.66333, 0.28968)  0.3118
C (2.72915, -2.78624, 0.42717)  -0.0269
C (3.26681, -3.85749, 1.10559)  -0.4889
C (4.67299, -3.93661, 1.19891)  -0.5355
C (5.49070, -2.92077, 0.69122)  -0.8449
C (4.87292, -1.83728, 0.13054)  -0.4873
C (3.52879, -1.71780, -0.00208)  -0.0317
H (2.55866, -4.57462, 1.54633)  0.4123
H (5.09644, -4.80112, 1.74500)  0.3578
H (6.54978, -2.90025, 0.95252)  0.3630
H (5.49166, -0.99468, -0.28724)  0.3363
H (3.16676, -0.82755, -0.49588)  0.5999
F (-5.23096, -2.38251, -1.84306)  -0.2948
C (-4.97386, -2.17014, -3.15044)  -0.0889
C (-6.03747, -1.98978, -3.99184)  -0.2623
C (-5.81985, -1.75800, -5.36435)  -0.6117
C (-4.50813, -1.71037, -5.82812)  -0.5767
C (-3.45733, -1.97575, -4.93334)  -0.3746
C (-3.70775, -2.17844, -3.62041)  0.4494
H (-7.06817, -1.98379, -3.55262)  0.3541
H (-6.64811, -1.54073, -6.02549)  0.3766
H (-4.19241, -1.58791, -6.86213)  0.4125
H (-2.46662, -2.02276, -5.36336)  0.3915
H (-2.96146, -2.51127, -2.90420)  0.2358
F (1.48237, 0.90042, 0.02677)  -0.1060
C (0.24537, 0.91416, -0.58775)  0.1068
C (-0.19142, 1.98948, -1.30429)  -0.7003
C (-1.53130, 1.99895, -1.72340)  -0.3359
C (-2.38622, 0.94563, -1.53567)  -1.6415
C (-1.90477, -0.11961, -0.80654)  -0.4171
C (-0.58879, -0.12145, -0.31775)  1.3760
H (0.54085, 2.74583, -1.56405)  0.5587
H (-1.76664, 2.80640, -2.39324)  0.4775
H (-3.43667, 0.95518, -1.80498)  0.5335
H (-2.50292, -1.01424, -0.55317)  0.4313
H (-0.33374, -0.93802, 0.36734)  -0.2046
C (1.31836, 4.65930, 2.02220)  0.7073
C (0.75887, 4.99980, 3.23680)  -0.2750
C (0.08965, 6.19287, 3.31703)  -0.3788
N (-0.08220, 7.06590, 2.30742)  -0.6149
C (0.45547, 6.66770, 1.13082)  -0.5405
C (1.23773, 5.49937, 0.91695)  -0.5009
H (1.96845, 3.74827, 1.97564)  0.0815
H (0.79777, 4.26949, 4.05598)  0.2821
H (-0.46132, 6.48411, 4.22362)  0.3884
H (0.19935, 7.34136, 0.36156)  0.4296
H (1.73409, 5.16810, -0.00273)  0.4240
C (2.16510, 1.24581, 3.57777)  -0.3273
C (2.75961, 1.86733, 4.66336)  -0.3903
C (1.91910, 2.34291, 5.64196)  -0.6577
N (0.60085, 2.36459, 5.59886)  -0.5398
C (0.01199, 1.81559, 4.51133)  -0.9250
C (0.76277, 1.28257, 3.42213)  1.1696
H (2.79283, 0.89764, 2.77815)  0.3392
H (3.82722, 2.00515, 4.68555)  0.4696
H (2.34776, 2.80430, 6.52806)  0.3984
H (-1.06144, 1.77279, 4.52003)  0.3993
H (0.28579, 0.86025, 2.55665)  -0.0930
C (0.94748, -2.40441, 3.98049)  -0.1917
C (0.60744, -2.14710, 5.33853)  -0.5348
C (-0.72330, -2.24118, 5.67832)  -0.3324
N (-1.75770, -2.59099, 4.84560)  -0.5504
C (-1.40446, -2.76163, 3.56448)  -0.7649
C (-0.09001, -2.64881, 3.10363)  0.6864
H (1.94634, -2.22290, 3.58593)  0.5076
H (1.29109, -1.80651, 6.10465)  0.4092
H (-1.01863, -1.91544, 6.67414)  0.3677
H (-2.24393, -3.13261, 2.97027)  0.5092
H (0.09759, -2.81026, 2.04733)  -0.1777
C (-2.86248, 0.66300, 2.90193)  0.1967
C (-2.70622, 1.96619, 2.34172)  -0.1322
C (-2.97439, 3.05247, 3.17176)  -0.3969
N (-3.29189, 2.95882, 4.43412)  -0.6069
C (-3.47317, 1.75307, 4.92431)  -0.4260
C (-3.21981, 0.55748, 4.23544)  -0.5558
H (-2.66065, -0.24834, 2.32715)  0.3216
H (-2.25974, 2.10615, 1.36150)  0.3812
H (-2.98707, 4.06378, 2.77549)  0.4389
H (-3.66633, 1.78103, 5.99651)  0.3303
H (-3.42277, -0.37925, 4.79557)  0.4278
C (4.89385, 4.33887, 1.10295)  -0.1741
C (5.75797, 4.55353, 2.23895)  -0.5327
C (6.08076, 3.44502, 2.99661)  -0.2092
N (5.83676, 2.21141, 2.62042)  -0.5679
C (5.08701, 2.01137, 1.53838)  -0.5045
C (4.58215, 3.02574, 0.75317)  -0.3739
H (4.49586, 5.17594, 0.48214)  0.3610
H (6.02349, 5.53836, 2.62330)  0.3708
H (6.65498, 3.51793, 3.92235)  0.3991
H (4.78444, 0.95455, 1.37575)  0.7841
H (3.90208, 2.78596, -0.06181)  0.4353